(i)
Here is 18 unconnected molecules or ions with the total composition C17H24Cl51NOP2S from the OMol25 dataset. Energies are from ωB97M-V with the def2-TZVPD basis set.

Output
HOMO-LUMO gap	8.79	eV
LUMO	0.023	eV

The geometry in ORCA input format:
```
! RIJCOSX wB97M-V def2-TZVPD def2/J DEFGRID3
* xyz 0 1
N -4.1121 -1.2971 -0.4328
P -4.7638 -2.1612 -1.5872
P -3.5002 -3.9219 -2.1782
O -2.6522 -2.9487 -3.0991
S -2.0521 -5.5080 -2.7226
H -3.2043 -1.6286 -0.1632
H -5.0751 -1.3691 -2.6993
H -5.9867 -2.7235 -1.1640
H -3.2583 -4.1404 -0.8121
H -4.5678 -4.5896 -2.8023
H -1.7373 -3.2146 -3.0509
H -2.1070 -6.2282 -1.6219
C -8.3494 0.3335 -1.8819
Cl -8.8487 -1.3176 -1.5090
Cl -6.6575 0.5854 -1.4678
Cl -8.6446 0.7038 -3.5798
H -8.9442 1.0038 -1.2837
C -2.7216 -3.4312 3.8168
Cl -3.2433 -2.0037 4.7017
Cl -4.0127 -3.9969 2.7585
Cl -1.2348 -3.1109 2.9154
H -2.5152 -4.2108 4.5275
C 1.7720 -0.3374 1.5401
Cl 2.9210 0.4571 0.4650
Cl 0.2347 0.5008 1.5175
Cl 1.5728 -2.0426 1.1201
H 2.1697 -0.2922 2.5396
C -4.9326 1.5566 1.7817
Cl -3.9819 2.9912 2.1849
Cl -4.5869 0.2391 2.8946
Cl -6.6561 1.9648 1.7955
H -4.6636 1.2280 0.7870
C 1.1524 0.3545 5.7586
Cl -0.0882 -0.4671 4.8154
Cl 2.7650 -0.0135 5.1385
Cl 0.8849 2.1002 5.7715
H 1.0975 0.0043 6.7756
C -1.1126 2.0405 -1.9627
Cl 0.2236 1.4355 -2.9585
Cl -2.1056 0.7151 -1.3945
Cl -0.4815 2.9917 -0.6217
H -1.7220 2.6854 -2.5749
C -3.3037 -4.2495 8.5376
Cl -4.5053 -3.1629 7.8454
Cl -2.3035 -5.0115 7.2996
Cl -2.2928 -3.4011 9.7039
H -3.8270 -5.0337 9.0581
C -2.1515 -4.4101 -6.5248
Cl -3.7284 -3.6356 -6.3756
Cl -1.8663 -4.9370 -8.1806
Cl -0.8700 -3.3272 -5.9838
H -2.1443 -5.2800 -5.8878
C -0.8452 4.3766 4.0302
Cl -2.4151 5.1624 4.1815
Cl -0.5292 3.9562 2.3513
Cl 0.4440 5.3859 4.6858
H -0.8780 3.4634 4.6023
C 3.9556 6.1288 2.1104
Cl 2.4520 5.5416 1.4105
Cl 3.8433 7.8453 2.4956
Cl 4.3848 5.1910 3.5414
H 4.7395 6.0011 1.3824
C 6.7875 1.2897 0.8524
Cl 8.3771 1.6550 0.1751
Cl 6.9407 0.3379 2.3255
Cl 5.8743 2.7645 1.1519
H 6.2440 0.7010 0.1318
C 4.2768 -4.6326 3.3074
Cl 3.7228 -3.2307 4.2213
Cl 3.0113 -5.2363 2.2382
Cl 5.7371 -4.2485 2.3995
H 4.5151 -5.4139 4.0092
C -1.2117 1.8126 -6.4443
Cl -0.2050 2.8363 -7.4670
Cl -2.7959 2.5468 -6.1861
Cl -1.3654 0.2030 -7.1368
H -0.7309 1.7195 -5.4863
C 2.4708 1.9703 9.4964
Cl 3.8197 2.0059 8.3672
Cl 1.4374 0.5699 9.1866
Cl 3.0389 1.9637 11.1614
H 1.8792 2.8577 9.3437
C -0.6344 4.7920 -11.2830
Cl -0.1351 5.4298 -12.8463
Cl -1.1109 3.1017 -11.4030
Cl 0.6575 4.9902 -10.0956
H -1.4911 5.3526 -10.9488
C 2.3299 1.3825 -9.8163
Cl 3.6872 1.6947 -10.8961
Cl 1.3713 0.0198 -10.3861
Cl 2.8884 1.1124 -8.1661
H 1.6956 2.2554 -9.8159
C 10.8464 -1.1432 1.6459
Cl 12.2757 -1.0249 0.6220
Cl 9.8344 -2.5006 1.1593
Cl 11.2985 -1.2745 3.3441
H 10.2699 -0.2403 1.5225
*
```

Results of the Löwdin charge analysis, in e, for atoms 1 through 6: -0.39, 0.53, 0.29, -0.41, 0.41, -0.08

***

(ii)
Here is 18 unconnected molecules or ions with the total composition C17H24Cl51NOP2S from the OMol25 dataset. Energies are from ωB97M-V with the def2-TZVPD basis set.

Output
HOMO-LUMO gap	8.43	eV
LUMO	-0.090	eV

The geometry in ORCA input format:
```
! RIJCOSX wB97M-V def2-TZVPD def2/J DEFGRID3
* xyz 0 1
N 0.0789 -4.2216 1.3432
P 0.6720 -5.4639 0.4917
P 2.5729 -4.8290 -0.3962
O 1.8046 -4.0157 -1.7479
S 4.5125 -4.2288 -1.1000
H 0.6690 -3.3652 1.2782
H -0.3056 -5.8893 -0.4764
H 0.9411 -6.5551 1.3792
H 2.8918 -4.1907 0.8633
H 2.9036 -6.2426 -0.6234
H 2.3411 -3.1852 -1.9634
H 5.3053 -4.1036 0.0852
C -2.4946 -8.2397 1.2602
Cl -0.9694 -8.9203 1.8517
Cl -2.3682 -6.4800 1.0958
Cl -2.9473 -8.9780 -0.2856
H -3.2770 -8.4620 1.9902
C 3.4221 -2.2774 3.8705
Cl 2.2090 -2.1822 5.1584
Cl 3.4263 -3.8908 3.1380
Cl 3.1229 -1.0369 2.6411
H 4.4061 -2.0962 4.3102
C 0.7109 1.9951 0.8214
Cl -0.0948 2.9114 -0.4634
Cl -0.3662 0.7420 1.4609
Cl 2.2156 1.2758 0.2228
H 0.9576 2.6842 1.6330
C -2.9417 -3.6541 3.6219
Cl -4.1067 -2.3197 3.6582
Cl -1.5534 -3.2962 4.6631
Cl -3.7157 -5.1695 4.1162
H -2.5822 -3.7697 2.5963
C 0.9872 2.7912 5.0521
Cl 1.2972 1.1557 4.4452
Cl 1.4953 4.0026 3.8631
Cl -0.7275 2.9922 5.4511
H 1.5722 2.9369 5.9637
C -2.5854 -1.1045 -1.1219
Cl -1.7870 -0.2856 -2.4752
Cl -1.4369 -2.1392 -0.2561
Cl -3.3106 0.0781 -0.0196
H -3.3826 -1.7353 -1.5231
C 5.4948 -1.9274 7.8618
Cl 4.0487 -2.9327 8.0559
Cl 5.7958 -1.5952 6.1476
Cl 5.3270 -0.4144 8.7686
H 6.3514 -2.4755 8.2620
C 3.1652 -4.9480 -5.2295
Cl 2.0148 -6.1758 -4.6740
Cl 3.6338 -5.2505 -6.9113
Cl 2.4742 -3.3254 -5.0585
H 4.0609 -5.0083 -4.6063
C -4.5465 1.3295 4.4375
Cl -5.6968 0.1017 4.9931
Cl -4.0779 1.0271 2.7557
Cl -5.2374 2.9521 4.6085
H -3.6507 1.2692 5.0608
C -5.3403 5.5932 1.2551
Cl -5.0639 3.8605 1.0093
Cl -7.0516 5.9089 1.5888
Cl -4.3265 6.2042 2.5736
H -5.0657 6.1193 0.3373
C -0.2270 6.8463 -1.5601
Cl -0.5581 8.1344 -2.7308
Cl 1.0436 7.3444 -0.4300
Cl -1.7029 6.4083 -0.6829
H 0.1231 5.9665 -2.1059
C 5.7208 3.7019 0.8348
Cl 4.5077 3.7970 2.1228
Cl 5.7250 2.0885 0.1024
Cl 5.4216 4.9423 -0.3945
H 6.7048 3.8830 1.2745
C -2.6457 -2.5003 -5.4844
Cl -3.4513 -1.5840 -6.7691
Cl -3.7228 -3.7534 -4.8449
Cl -1.1410 -3.2195 -6.0829
H -2.3989 -1.8112 -4.6727
C 0.6661 5.4521 8.3468
Cl 0.5941 6.4237 6.8669
Cl 1.7075 4.0378 8.1122
Cl 1.2433 6.4309 9.7063
H -0.3430 5.1020 8.5783
C -5.5950 -2.5586 -10.4262
Cl -6.2348 -2.3474 -12.0649
Cl -4.0190 -3.3670 -10.4733
Cl -5.4678 -0.9953 -9.6018
H -6.2887 -3.1889 -9.8642
C -1.4437 0.0730 -10.1400
Cl -1.5157 1.0447 -11.6199
Cl -0.4023 -1.3412 -10.3746
Cl -0.8665 1.0518 -8.7805
H -2.4528 -0.2771 -9.9085
C 2.9220 10.4958 -2.7839
Cl 2.8500 11.4675 -4.2638
Cl 3.9634 9.0816 -3.0185
Cl 3.4991 11.4747 -1.4244
H 1.9129 10.1458 -2.5523
*
```

Results of the Löwdin charge analysis, in e, for atoms 1 through 6: -0.41, 0.51, 0.26, -0.42, 0.33, -0.07

***

The structure with the greatest stability is (i).

***

(i)
Here is 4 unconnected molecules or ions with the total composition C2H12O3S2 from the OMol25 dataset. Energies are from ωB97M-V with the def2-TZVPD basis set.

Output
HOMO-LUMO gap	8.85	eV
SMILES	CCSS.O.O.O
LUMO	0.376	eV

The geometry in ORCA input format:
```
! RIJCOSX wB97M-V def2-TZVPD def2/J DEFGRID3
* xyz 0 1
C 1.0960 4.7711 -1.1609
C 0.5836 3.3466 -0.6640
S -1.2179 3.0762 -0.7300
S -1.5790 2.5757 1.3316
H 0.5120 4.8827 -2.0874
H 0.9100 5.4047 -0.2970
H 2.1171 4.7197 -1.5130
H 1.0366 2.6286 -1.3718
H 0.8991 3.2479 0.4168
H -2.1815 1.4380 1.0042
O -1.9046 -1.9754 -1.8974
H -2.2656 -1.6506 -2.7263
H -2.1487 -2.9025 -1.8274
O -1.8733 -4.1641 1.6365
H -2.7461 -4.3707 1.9873
H -1.4882 -5.0386 1.5173
O 3.5276 -5.6274 2.4185
H 3.9883 -4.8440 2.0871
H 2.7346 -5.5179 1.8760
*
```

Results of the natural (NBO) charge analysis, in e, for atoms 1 through 6: -0.62, -0.54, 0.08, -0.15, 0.21, 0.22

***

(ii)
Here is 4 unconnected molecules or ions with the total composition C2H12O3S2 from the OMol25 dataset. Energies are from ωB97M-V with the def2-TZVPD basis set.

Output
HOMO-LUMO gap	8.87	eV
SMILES	CCSS.O.O.O
LUMO	-0.038	eV

The geometry in ORCA input format:
```
! RIJCOSX wB97M-V def2-TZVPD def2/J DEFGRID3
* xyz 0 1
C -0.6341 -3.9831 -1.5753
C 0.1347 -2.8839 -0.8957
S 1.1391 -1.9543 -2.1000
S 2.2433 -0.7680 -0.8067
H -1.1606 -3.5351 -2.4331
H -0.0326 -4.7581 -2.0542
H -1.3913 -4.4471 -0.9458
H -0.5266 -2.1774 -0.3974
H 0.7827 -3.2022 -0.1309
H 1.6860 0.4161 -1.1046
O -1.8342 1.7479 -0.9521
H -0.9213 2.0520 -0.9314
H -2.2428 2.2108 -0.2118
O -0.3241 4.6612 1.3978
H 0.1797 5.4004 1.0407
H -0.2005 3.9569 0.7572
O -2.9242 3.5786 6.5829
H -2.3803 3.5714 5.7874
H -3.7972 3.8180 6.2529
*
```

Results of the natural (NBO) charge analysis, in e, for atoms 1 through 6: -0.63, -0.51, 0.09, -0.14, 0.21, 0.22

***

The structure with the greatest stability is (ii).

***

(i)
Here is a single C2H8NO2P molecule from the OMol25 dataset. Energies are from ωB97M-V with the def2-TZVPD basis set.

Output
HOMO-LUMO gap (spin up / spin down)	8.18 / 8.19	eV
SMILES	CP(C)N(O)O
LUMO (spin up / spin down)	0.435 / 0.435	eV

The geometry in ORCA input format:
```
! RIJCOSX wB97M-V def2-TZVPD def2/J DEFGRID3
* xyz 0 1
C 0.7488 -0.6218 1.2428
P -0.0398 -1.2705 -0.2606
C 1.2473 -0.6033 -1.5000
N -1.4000 0.3460 0.3290
O -2.7397 0.8580 -0.0613
O -0.6033 1.2942 -0.2089
H 1.0198 0.4897 1.1214
H 0.0584 -0.6225 2.0825
H 1.6168 -1.2671 1.5562
H 2.1368 -1.1154 -1.1765
H 0.9389 -0.9087 -2.5923
H 1.3999 0.4961 -1.1771
H -3.2168 0.8437 0.8201
H -1.1670 2.0818 -0.1752
*
```

Results of the natural (NBO) charge analysis, in e, for atoms 1 through 6: -1.00, 0.87, -0.96, -0.08, -0.63, -0.61

***

(ii)
Here is 2 unconnected molecules or ions with the total composition C2H8NO2P from the OMol25 dataset. Energies are from ωB97M-V with the def2-TZVPD basis set.

Output
HOMO-LUMO gap	8.03	eV
LUMO	-0.103	eV

The geometry in ORCA input format:
```
! RIJCOSX wB97M-V def2-TZVPD def2/J DEFGRID3
* xyz 0 1
C 0.2738 2.6981 -0.1417
C 1.3888 1.9694 -0.8356
N -2.2561 -3.3675 0.8505
O 1.5863 -1.9904 -0.2376
O 1.6574 0.8171 -0.6836
P 1.1372 -0.7656 0.3415
H 0.7086 3.4329 0.4636
H -0.2994 3.2796 -0.8532
H -0.3467 2.0005 0.3441
H -2.0545 -2.6571 1.5360
H 2.1343 2.4677 -1.4731
H -2.1402 -3.0959 -0.0215
H -1.7114 -4.2070 1.0206
H -0.0781 -0.5817 -0.3100
*
```

Results of the natural (NBO) charge analysis, in e, for atoms 1 through 6: -0.72, 0.50, -1.07, -1.08, -0.56, 1.17

***

The structure with the greatest stability is (ii).

***

(i)
Here is 2 unconnected molecules or ions with the total composition C8H15N4O from the OMol25 dataset. Energies are from ωB97M-V with the def2-TZVPD basis set.

Output
HOMO-LUMO gap	5.03	eV
LUMO	-5.334	eV

The geometry in ORCA input format:
```
! RIJCOSX wB97M-V def2-TZVPD def2/J DEFGRID3
* xyz 1 1
C 1.5843 -0.5609 1.8967
C 2.6774 -1.1196 1.4511
C 1.0763 0.7011 1.6466
C -2.8673 1.0644 -0.5445
C -2.8971 -0.8972 -1.7563
C -1.8886 0.5011 0.3523
C -1.7509 -1.5270 -0.9237
C 3.4240 0.8242 0.2960
N 0.4355 1.6493 1.5105
N 3.5484 -0.4853 0.5739
N 4.3265 1.6141 -0.2903
N -3.6435 0.0331 -1.0172
O -1.0289 -0.4533 -0.3532
H 0.8449 -1.0092 2.4672
H 2.9242 -2.0603 1.8643
H 2.3621 1.0580 -0.0091
H -3.4410 1.8159 -0.0297
H -2.2564 1.3310 -1.3875
H -2.3810 -0.3950 -2.6147
H -3.4862 -1.7172 -2.3511
H -1.3432 1.2291 0.7995
H -2.4046 0.0814 1.2542
H -2.0538 -2.1960 -0.0207
H -1.0758 -2.1063 -1.4471
H 4.4964 -0.8148 0.4214
H 3.9448 2.4384 -0.7250
H 5.1483 1.3813 -0.7037
H -4.2747 -0.3803 -0.3599
*
```

Results of the natural (NBO) charge analysis, in e, for atoms 1 through 6: -0.31, 0.03, 0.21, -0.25, -0.25, -0.08

***

(ii)
Here is a gas-phase ion, C8H15N4O (charge +1) from the OMol25 dataset. Energies are from ωB97M-V with the def2-TZVPD basis set.

Output
HOMO-LUMO gap	10.73	eV
SMILES	CC(=O)CC(C)(C)[n+]1cn(C)nn1
LUMO	-2.983	eV

The geometry in ORCA input format:
```
! RIJCOSX wB97M-V def2-TZVPD def2/J DEFGRID3
* xyz 1 1
C -1.9729 2.5631 -0.1936
C -1.2354 1.3453 0.3168
O -0.4512 1.2720 1.2344
C -1.4706 0.1632 -0.5858
C -0.8787 -1.1334 -0.1581
C -1.3578 -1.5841 1.2018
C -0.9712 -2.2023 -1.1789
N 0.8318 -0.7250 -0.1925
C 1.5913 -0.1576 0.7205
N 2.6834 0.2205 0.0671
C 3.7258 1.0574 0.5934
N 2.5335 -0.1790 -1.2410
N 1.4080 -0.6892 -1.3583
H -1.9385 2.4791 -1.2651
H -1.4802 3.4440 0.2239
H -2.9492 2.7171 0.1768
H -2.5764 -0.0340 -0.5309
H -1.1973 0.4049 -1.6540
H -1.0519 -2.5894 1.4787
H -1.0062 -0.9306 2.0481
H -2.4261 -1.5308 1.1919
H -0.2749 -2.1834 -2.0316
H -0.9338 -3.2051 -0.8813
H -1.9058 -2.1530 -1.7201
H 1.2691 -0.1473 1.7411
H 4.5144 0.3041 0.9763
H 4.2230 1.6976 -0.2070
H 3.2979 1.7759 1.2275
*
```

Results of the natural (NBO) charge analysis, in e, for atoms 1 through 6: -0.73, 0.64, -0.58, -0.59, 0.29, -0.67

***

The structure with the greatest stability is (ii).

***

(i)
Here is 8 unconnected molecules or ions with the total composition H15O8 from the OMol25 dataset. Energies are from ωB97M-V with the def2-TZVPD basis set.

Output
HOMO-LUMO gap	9.51	eV
LUMO	3.198	eV

The geometry in ORCA input format:
```
! RIJCOSX wB97M-V def2-TZVPD def2/J DEFGRID3
* xyz -1 1
O -0.1112 0.1645 -0.2121
H 0.7520 0.0308 -0.6497
O -1.6598 2.2280 -0.7836
H -1.1461 1.4567 -0.5437
H -2.4624 2.1518 -0.2675
O -1.1106 1.9469 2.5881
H -1.0978 1.3438 1.8449
H -0.2207 1.9142 2.9391
O 1.2962 -3.6923 -1.0666
H 1.9458 -4.2611 -0.6534
H 1.5053 -2.8155 -0.7446
O 0.2980 -0.9665 -2.7909
H 0.8261 -0.3052 -3.2381
H -0.0066 -0.5319 -1.9943
O 1.2975 2.4767 -0.1871
H 0.5733 1.8556 -0.2650
H 1.9964 1.9785 0.2366
O -2.5406 -0.4890 0.8647
H -2.3090 -0.0161 1.6640
H -1.7697 -0.4040 0.3037
O 1.2749 -1.6913 1.1802
H 0.5851 -1.0840 0.9127
H 2.0840 -1.2904 0.8628
*
```

Results of the natural (NBO) charge analysis, in e, for atoms 1 through 6: -1.30, 0.43, -0.99, 0.49, 0.46, -0.95

***

(ii)
Here is a molecular structure, H15O8 from the OMol25 dataset. Energies are from ωB97M-V with the def2-TZVPD basis set.

Output
HOMO-LUMO gap	9.28	eV
LUMO	3.255	eV

The geometry in ORCA input format:
```
! RIJCOSX wB97M-V def2-TZVPD def2/J DEFGRID3
* xyz -1 1
O 3.2117 1.8601 -0.1011
H 3.5446 2.2087 0.6745
O 1.4861 -0.0496 2.4880
H 1.0332 -0.4788 1.7193
H 1.0098 0.7171 2.6894
O -2.2929 0.2034 -2.4900
H -1.5830 -0.1238 -3.0410
H -2.2558 -0.2855 -1.7491
O 0.3115 -2.9834 -0.4011
H 2.8473 0.9983 0.2350
H 0.8707 -2.2571 -0.4405
O -2.9675 -2.3869 0.3834
H -2.3512 -2.9491 0.7894
H -2.4574 -1.5215 0.1691
O 0.7619 -0.3471 0.0046
H 1.2486 -0.0163 -0.7041
H -0.4886 -2.6304 -0.7072
O -1.6455 -0.1582 -0.0587
H -1.7430 0.6881 -0.3655
H -0.5001 -0.4374 -0.0697
O 0.7448 3.3171 0.7158
H 1.1748 2.9058 -0.0288
H 0.0401 3.7266 0.2882
*
```

Results of the natural (NBO) charge analysis, in e, for atoms 1 through 6: -0.96, 0.46, -1.00, 0.52, 0.46, -0.96

***

(iii)
Here is 8 unconnected molecules or ions with the total composition H15O8 from the OMol25 dataset. Energies are from ωB97M-V with the def2-TZVPD basis set.

Output
HOMO-LUMO gap	9.26	eV
LUMO	2.987	eV

The geometry in ORCA input format:
```
! RIJCOSX wB97M-V def2-TZVPD def2/J DEFGRID3
* xyz -1 1
O -0.4515 0.3027 0.0228
H 0.2206 0.3345 0.7043
O -2.2551 0.5018 2.0398
H -1.6877 -0.1529 2.4373
H -1.6725 0.3686 1.3136
O 1.5033 -1.0810 -1.0683
H 1.9115 -1.5427 -0.3330
H 0.7685 -0.3610 -0.7989
O 3.6266 0.3116 -0.4043
H 2.7703 -0.0870 -0.7545
H 4.0598 0.0658 -1.1720
O 0.3028 -0.1094 2.9174
H 0.7223 -0.4571 2.1836
H 0.6548 -0.8627 3.6023
O -1.5759 -2.2675 -0.7333
H -1.0711 -1.5120 -0.5979
H -2.4915 -1.8442 -0.7689
O -0.5453 2.9164 -0.1741
H -0.5296 1.9627 -0.1030
H -0.4759 2.9287 -1.1412
O -1.3910 0.4313 -2.5898
H -1.0064 -0.4399 -2.9036
H -1.3871 0.5934 -1.6783
*
```

Results of the natural (NBO) charge analysis, in e, for atoms 1 through 6: -1.25, 0.43, -0.98, 0.46, 0.49, -1.02

***

The structure with the greatest stability is (i).